Computed, not measured: a molecular structure, C18H32As2AuN2O3 at a distorted geometry, with the ωB97M-V functional and the def2-TZVPD basis.

## Properties
* energy relative to the best compared isomer or geometry (same formula, charge and spin): 0.00 kcal per mole
* F_max: 1.29 eV Å⁻¹
* E_LUMO (spin up / spin down): -8.4 / -13.2 eV
* multiplicity: 3
* E_tot: -153648.92616 eV
* net charge: +3

```
58
Properties=species:S:1:pos:R:3:forces:R:3
Au -0.067 -0.307 -0.093 0.5 0.9 0.8
C 0.324 4.615 -0.770 -0.2 0.3 -0.2
N 1.481 3.725 -0.687 -0.3 -0.5 0.2
C 2.795 4.342 -0.872 0.4 0.1 0.1
C 1.321 2.436 -0.459 0.5 0.6 -0.1
O 0.182 1.903 -0.372 -0.3 -0.8 0.1
C 2.581 1.588 -0.347 0.0 0.0 -0.2
O 2.323 0.339 0.286 -0.2 0.0 -0.1
C 2.723 0.178 1.626 -0.1 -0.2 0.0
C 1.539 0.035 2.592 1.0 0.1 0.3
O 0.346 -0.003 2.169 -0.7 -0.2 -0.6
N 1.809 -0.048 3.876 -0.6 0.2 -0.4
C 0.721 -0.096 4.859 -0.2 -0.2 0.2
C 3.149 -0.031 4.455 0.3 -0.1 0.2
H 0.214 4.999 -1.785 0.1 -0.1 0.0
H 0.475 5.465 -0.106 0.1 -0.1 0.0
H -0.578 4.087 -0.488 0.0 0.0 0.0
H 2.655 5.321 -1.320 -0.1 0.0 -0.1
H 3.429 3.758 -1.537 -0.1 0.0 0.0
H 3.311 4.488 0.080 -0.1 0.0 0.0
H 3.380 2.127 0.160 0.0 -0.1 0.0
H 2.914 1.356 -1.362 0.1 0.0 0.0
H 3.352 1.007 1.953 0.0 0.0 0.0
H 3.307 -0.744 1.682 0.1 0.0 0.0
H -0.237 0.064 4.376 0.0 0.0 0.0
H 0.874 0.678 5.609 0.1 0.0 -0.1
H 0.722 -1.063 5.365 0.0 0.0 0.0
H 3.936 -0.031 3.708 -0.1 0.0 0.0
H 3.269 -0.921 5.075 0.0 0.0 -0.1
H 3.267 0.838 5.101 -0.1 0.1 -0.1
C -3.885 1.129 -0.687 0.3 0.1 -0.1
As -2.678 -0.181 0.084 -0.9 -0.5 0.2
C -3.228 -0.382 1.935 0.3 0.2 0.1
C -3.016 -1.897 -0.754 0.2 0.2 0.0
C -4.256 -2.105 -1.352 0.0 0.2 0.1
C -4.568 -3.339 -1.902 0.1 -0.2 0.0
C -3.628 -4.363 -1.898 -0.1 0.1 0.0
C -2.375 -4.154 -1.337 0.1 0.1 0.1
C -2.064 -2.930 -0.757 0.1 0.0 0.0
As -0.317 -2.728 0.051 -0.5 -0.6 0.0
C 0.924 -3.913 -0.839 0.2 0.2 -0.2
C -0.505 -3.488 1.828 0.2 0.2 0.0
H -4.897 0.917 -0.341 0.0 -0.1 0.1
H -3.832 1.094 -1.773 0.0 -0.1 0.0
H -3.595 2.122 -0.346 0.0 0.0 0.0
H -4.295 -0.608 1.942 0.0 0.0 -0.1
H -3.048 0.545 2.477 0.0 0.0 0.0
H -2.683 -1.194 2.409 0.0 0.0 0.0
H -4.994 -1.313 -1.381 0.0 0.0 0.0
H -5.542 -3.500 -2.344 0.0 0.0 0.0
H -3.862 -5.320 -2.345 0.0 0.0 0.0
H -1.641 -4.950 -1.356 0.0 -0.1 0.0
H 0.727 -4.942 -0.538 -0.1 0.0 0.1
H 1.939 -3.653 -0.541 0.0 0.0 0.0
H 0.840 -3.811 -1.919 -0.1 0.0 0.0
H -1.078 -4.408 1.716 0.0 0.0 -0.1
H -1.028 -2.814 2.501 0.0 0.0 0.0
H 0.476 -3.721 2.238 0.0 0.0 0.0
```
Positions in Å, forces in eV/Å.